[1]
C29H28F6N5O5S5Y | wB97M-V/def2-TZVPD

Properties
Total charge: +2
Frontier orbital gap, eV: 8.270
LUMO level, eV: -5.13
E, eV: -119731.48333
F_max, eV/Å: 1.12
Energy relative to the best compared isomer or geometry (same formula, charge and spin), kcal per mole: 0.0

Each line ends with the Mulliken charge.
Positions of all 79 atoms, in Å:
Y 0.2531 0.2035 0.3195  0.127
C -2.8115 2.0188 1.9003  -1.567
C -2.1708 2.1670 0.5511  1.327
C -2.8623 1.8788 -0.6203  -0.428
C -2.2887 2.0631 -1.8799  0.495
C -3.0436 1.7247 -3.1289  -1.854
C -1.0033 2.5915 -1.9675  -0.093
C -0.2907 2.9521 -0.8230  1.274
C 1.0244 3.6768 -0.9271  -1.691
C -0.8648 2.6810 0.4253  -1.733
H -2.1574 1.4989 2.6024  0.088
H -3.7543 1.4767 1.8299  0.386
H -3.0244 3.0020 2.3233  0.465
H -3.8890 1.5332 -0.5558  0.520
H -2.4521 1.0650 -3.7677  0.336
H -3.2543 2.6255 -3.7070  0.482
H -3.9903 1.2356 -2.9079  0.326
H -0.5684 2.7743 -2.9440  0.593
H 0.9562 4.4484 -1.6936  0.521
H 1.8474 3.0190 -1.2080  0.232
H 1.2835 4.1610 0.0130  0.340
H -0.3413 3.0045 1.3220  0.642
F 2.5114 -3.6122 3.2117  -0.149
C 3.3823 -2.8615 2.5583  0.361
F 4.4389 -2.6249 3.3024  -0.162
F 3.7276 -3.4486 1.4264  -0.179
S 2.6260 -1.2345 2.1099  1.100
O 1.5000 -1.5397 1.2049  -0.628
O 3.6717 -0.4719 1.4922  -0.682
N 2.1346 -0.7089 3.4971  -0.457
S 1.2214 0.5579 3.6273  1.053
O 0.1793 0.5841 2.5844  -0.480
O 0.8290 0.7847 4.9626  -0.616
C 2.2267 2.0222 3.0772  0.476
F 3.4830 1.9314 3.4372  -0.224
F 2.1665 2.0624 1.7025  -0.002
F 1.6867 3.1322 3.5284  -0.218
N 3.8875 1.4375 -0.6384  -0.110
C 3.2132 0.7516 -1.5847  -0.135
N 1.9853 0.2643 -1.4243  0.763
C 1.5810 -0.3840 -2.5980  -0.410
C 2.4734 -0.3558 -3.6100  -0.635
S 3.8976 0.4779 -3.1350  -0.165
C 0.2714 -1.0286 -2.6711  -0.274
C -0.1200 -1.8691 -3.6515  -0.620
S -1.7662 -2.3293 -3.4333  -0.197
C -1.8297 -1.3608 -2.0090  -0.058
N -0.6946 -0.7477 -1.6995  1.141
N -2.9777 -1.2233 -1.3345  0.034
H 3.7441 1.1403 0.3165  0.083
H 4.8366 1.7076 -0.8435  0.287
H 2.3693 -0.7479 -4.6071  0.459
H 0.4606 -2.2548 -4.4718  0.514
H -3.7805 -1.7876 -1.5519  0.263
H -3.0082 -0.6178 -0.5348  -0.237
O -1.3832 -1.0865 1.1008  0.781
S -2.5460 -1.6745 1.9182  0.113
C -2.6296 -3.3598 1.3580  0.975
C -1.5329 -3.9637 0.7576  -0.002
C -1.6531 -5.2750 0.3257  -1.181
C -2.8489 -5.9610 0.5015  -0.554
C -3.9365 -5.3426 1.1006  -0.709
C -3.8349 -4.0261 1.5281  -0.689
C -1.9295 -1.7971 3.5671  0.745
C -2.6179 -1.1109 4.5557  -0.428
C -2.1396 -1.1562 5.8597  -0.783
C -0.9921 -1.8746 6.1474  -0.528
C -0.3103 -2.5612 5.1444  -0.643
C -0.7787 -2.5328 3.8461  -0.191
H -0.6109 -3.4130 0.6260  0.340
H -0.8135 -5.7680 -0.1457  0.486
H -2.9326 -6.9861 0.1664  0.449
H -4.8660 -5.8791 1.2312  0.441
H -4.6801 -3.5300 1.9905  0.508
H -3.5082 -0.5417 4.3174  0.469
H -2.6650 -0.6296 6.6443  0.453
H -0.6218 -1.9062 7.1633  0.439
H 0.5833 -3.1217 5.3835  0.472
H -0.2718 -3.0718 3.0549  0.352

Cartesian forces (eV/Å) of the 2 atoms listed first:
-0.9654 -0.5328 -0.1787
-0.0309 -0.0205 0.0465


[2]
C29H28GeN4O2PdS | wB97M-V/def2-TZVPD

Properties
Total charge: -2
Frontier orbital gap, eV: 3.720
LUMO level, eV: 4.34
E, eV: -111405.95088
F_max, eV/Å: 3.28
Energy relative to the best compared isomer or geometry (same formula, charge and spin), kcal per mole: 48.4

Each line ends with the natural charge from an NBO analysis.
Positions of all 66 atoms, in Å:
Pd -0.5172 -0.9900 1.5961  0.814
C -2.8812 1.2523 6.5935  -0.612
C -1.4206 0.9699 6.2475  -0.213
N -1.2355 -0.4178 5.8438  -0.636
C -1.2781 -0.6494 4.4598  0.288
S 0.0033 -1.6498 3.8117  -0.277
N -2.2153 -0.1003 3.7560  -0.461
N -2.0879 -0.2469 2.4236  -0.236
C -3.0543 0.1633 1.5893  0.204
C -4.3418 0.6982 2.1568  -0.672
C -2.8274 0.0427 0.2144  0.175
C -3.7923 0.3298 -0.7576  -0.200
C -3.7698 -0.3123 -2.0014  -0.306
C -2.8136 -1.2418 -2.2884  -0.105
C -1.6061 -1.3200 -1.4655  -0.183
N -1.5811 -0.5526 -0.1982  -0.481
H -3.0291 2.3145 6.7899  0.189
H -3.1791 0.6802 7.4698  0.188
H -3.4981 0.9532 5.7516  0.229
H -0.7902 1.1753 7.1194  0.178
H -1.1186 1.6454 5.4366  0.198
H -0.3720 -0.8135 6.1922  0.388
H -4.3066 0.5907 3.2389  0.249
H -5.1999 0.1517 1.7652  0.215
H -4.4643 1.7534 1.9145  0.218
H -4.6364 0.9503 -0.4923  0.196
H -4.6015 -0.1531 -2.6836  0.192
H -2.8535 -1.8477 -3.1833  0.198
H -1.0891 -2.2831 -1.4327  0.197
O 1.2937 -1.3228 0.7162  -0.561
O 1.8692 -0.3043 1.5561  -0.365
C -0.8699 -0.0307 -1.3300  -0.593
Ge 1.1248 -0.1187 -1.5073  1.586
C 2.1378 1.1156 -0.3890  -0.646
C 2.7917 0.5233 0.8158  0.032
C 3.2661 1.5422 1.7968  -0.361
C 3.0509 2.8668 1.6205  -0.189
C 2.4263 3.3703 0.4639  -0.508
C 1.9414 2.4691 -0.4812  -0.094
C 1.2970 0.7249 -3.3462  -0.398
C 0.2201 1.2432 -4.0478  -0.226
C 0.3777 1.8202 -5.2964  -0.240
C 1.6355 1.8844 -5.8743  -0.253
C 2.7255 1.3686 -5.1942  -0.261
C 2.5467 0.7977 -3.9476  -0.143
C 1.9161 -1.9167 -1.9843  -0.396
C 2.8108 -2.6069 -1.1778  -0.191
C 3.0796 -3.9467 -1.3828  -0.225
C 2.4632 -4.6315 -2.4180  -0.250
C 1.6100 -3.9472 -3.2666  -0.263
C 1.3441 -2.6059 -3.0475  -0.172
H 3.6212 -0.1491 0.4995  0.120
H 3.7091 1.1521 2.7023  0.175
H 3.3719 3.5704 2.3828  0.169
H 2.2870 4.4367 0.3406  0.167
H 1.3928 2.8419 -1.3424  0.177
H -0.7564 1.1872 -3.5856  0.236
H -0.4776 2.2275 -5.8265  0.184
H 1.7666 2.3344 -6.8526  0.182
H 3.7155 1.4191 -5.6400  0.185
H 3.4002 0.3971 -3.4137  0.199
H 3.2759 -2.0962 -0.3504  0.229
H 3.7505 -4.4703 -0.7114  0.189
H 2.6476 -5.6921 -2.5590  0.185
H 1.1297 -4.4727 -4.0863  0.186
H 0.6651 -2.0741 -3.7034  0.198

Cartesian forces (eV/Å) of the 2 atoms listed first:
0.7948 -0.4391 -0.8491
0.2727 0.0043 -0.0285


[3]
C29H28KN5PS2 | wB97M-V/def2-TZVPD

Properties
Total charge: -1
Frontier orbital gap, eV: 5.099
LUMO level, eV: 1.77
E, eV: -85260.36000
F_max, eV/Å: 3.81

Each line ends with the natural charge from an NBO analysis.
Positions of all 66 atoms, in Å:
K 0.9211 -1.5786 -1.3732  0.921
C -4.9658 -2.7637 -3.8058  -0.791
S -3.6883 -3.9540 -3.5878  0.329
C -2.4514 -3.1179 -2.7647  -0.117
S -2.3762 -1.4042 -2.5759  -0.297
N -1.6576 -4.1940 -2.3619  -0.457
N -0.7959 -3.9472 -1.3710  -0.182
C -0.1594 -5.0465 -0.9487  -0.112
C 1.0571 -5.0560 -0.2665  0.161
C 1.7821 -6.2712 -0.2050  -0.263
C 2.9838 -6.3506 0.4326  -0.171
C 3.5966 -5.1923 0.8367  -0.317
C 2.8827 -4.0004 0.6314  0.060
N 1.6609 -3.8966 0.1946  -0.451
H -4.6130 -1.8890 -4.4094  0.235
H -5.3308 -2.4213 -2.8195  0.230
H -5.7445 -3.2292 -4.3902  0.214
H -0.6037 -5.9910 -1.3079  0.171
H 1.2938 -7.1574 -0.5827  0.208
H 3.5302 -7.3097 0.5894  0.203
H 4.5919 -5.1825 1.1573  0.204
H 3.4097 -3.0905 0.9213  0.180
N 0.0769 0.0431 0.6473  -1.475
P -0.3622 1.3351 1.4066  1.644
C 0.5975 2.5187 2.4208  -0.375
C 0.0373 3.6604 3.0172  -0.194
C 0.8622 4.6231 3.6051  -0.231
C 2.2206 4.3498 3.8016  -0.220
C 2.7886 3.1959 3.2255  -0.236
C 1.9905 2.3283 2.5329  -0.196
C -1.1396 2.4537 0.1538  -0.357
C -0.6283 2.2862 -1.0977  -0.180
C -1.2074 3.0139 -2.1949  -0.211
C -2.1824 4.0014 -1.9263  -0.247
C -2.7184 4.0587 -0.6203  -0.212
C -2.2368 3.2531 0.4183  -0.220
C -1.6794 0.9748 2.7151  -0.355
C -1.4216 1.1616 4.0734  -0.151
C -2.4323 0.9340 5.0049  -0.248
C -3.7245 0.7271 4.6260  -0.239
C -3.9804 0.4589 3.2685  -0.213
C -2.9544 0.6235 2.3213  -0.212
H -1.0305 3.8282 3.0292  0.215
H 0.4293 5.6105 3.8127  0.204
H 2.8488 5.0487 4.3987  0.200
H 3.8490 3.1009 3.2518  0.201
H 2.3788 1.4201 2.0364  0.237
H 0.1784 1.6085 -1.2047  0.247
H -0.8216 2.7858 -3.1874  0.200
H -2.4087 4.7516 -2.6903  0.202
H -3.5396 4.7339 -0.3848  0.194
H -2.6566 3.3482 1.3930  0.211
H -0.4334 1.4610 4.4174  0.208
H -2.2395 0.8233 6.0705  0.197
H -4.5253 0.7778 5.3329  0.199
H -5.0207 0.1315 2.9109  0.204
H -3.2283 0.4561 1.2610  0.235
C 5.2936 0.6870 -4.7225  -0.599
C 3.8410 1.1112 -4.6488  -0.519
C 3.1581 0.5066 -3.5272  0.319
N 2.4499 0.1686 -2.6650  -0.348
H 5.7572 0.9115 -5.6956  0.216
H 5.4157 -0.4073 -4.5089  0.220
H 5.9535 1.1933 -3.9937  0.218
H 3.3255 0.8166 -5.5937  0.254
H 3.7961 2.1689 -4.4845  0.254

Cartesian forces (eV/Å) of the 2 atoms listed first:
-0.9041 -0.0018 0.8610
0.0955 1.7239 -0.3601